[1]
The following is a DFT calculation (the ωB97M-V functional and the def2-TZVPD basis) of C39H41BrClN5O5PSSr as an isolated structure.

Calculated values
- lowest unoccupied orbital energy (eV) = -1.7
- net charge = +1
- HOMO-LUMO gap (eV) = 8.19

Structure (XYZ):
```
95
Properties=species:S:1:pos:R:3:mulliken_charge:R:1
Sr 0.2907 0.8449 0.7066 1.81
C -0.0404 4.1053 -0.8099 -0.98
O 0.4552 3.4230 0.3389 0.41
C 1.4251 4.1631 1.0638 -0.68
C 2.2023 3.1737 1.9029 -0.82
O 1.3336 2.3336 2.6617 -0.12
C 0.8143 2.8851 3.8701 -0.86
C -0.6419 3.2670 3.7493 -0.50
O -1.3634 2.1227 3.3379 0.38
C -2.6979 2.1112 3.8232 -1.01
H 0.7813 4.3474 -1.4868 0.34
H -0.5634 5.0186 -0.5162 0.30
H -0.7328 3.4369 -1.3155 0.15
H 0.9314 4.9274 1.6746 0.28
H 2.1137 4.6639 0.3755 0.56
H 2.9253 3.6884 2.5402 0.54
H 2.7519 2.4922 1.2470 0.13
H 1.4065 3.7540 4.1695 0.51
H 0.9143 2.1132 4.6346 0.27
H -0.7991 4.0865 3.0382 0.15
H -0.9786 3.6009 4.7378 0.48
H -2.7048 2.0894 4.9169 0.32
H -3.1790 1.2124 3.4441 0.19
H -3.2558 2.9859 3.4762 0.39
Cl -2.7577 2.1326 0.5748 0.06
C -3.9325 1.5367 -0.5797 0.48
C -5.1357 2.2161 -0.6640 -0.75
C -6.0955 1.7773 -1.5608 -0.56
C -5.8444 0.6725 -2.3618 -0.85
C -4.6327 0.0077 -2.2631 -0.30
C -3.6492 0.4211 -1.3646 -0.49
P -2.0310 -0.4344 -1.2293 1.07
C -1.7597 -1.0485 -2.9194 0.47
C -1.0316 -0.2307 -3.7803 -0.67
C -0.8210 -0.6135 -5.0954 -0.59
C -1.3205 -1.8257 -5.5514 -0.57
C -2.0268 -2.6565 -4.6918 -0.71
C -2.2466 -2.2696 -3.3786 -0.54
C -2.4307 -1.9433 -0.2846 0.72
C -3.6939 -2.2529 0.2122 -0.62
C -3.8706 -3.3734 1.0151 -0.69
C -2.7906 -4.1861 1.3266 -0.73
C -1.5280 -3.8842 0.8290 -0.54
C -1.3465 -2.7665 0.0308 -0.67
H -5.3120 3.0788 -0.0360 0.50
H -7.0368 2.3051 -1.6340 0.39
H -6.5894 0.3308 -3.0676 0.44
H -4.4379 -0.8432 -2.9024 0.45
H -0.6044 0.6931 -3.4073 0.26
H -0.2521 0.0250 -5.7585 0.45
H -1.1499 -2.1291 -6.5761 0.39
H -2.4025 -3.6080 -5.0449 0.44
H -2.7844 -2.9277 -2.7055 0.45
H -4.5414 -1.6204 -0.0226 0.45
H -4.8542 -3.6081 1.4008 0.45
H -2.9329 -5.0553 1.9554 0.39
H -0.6850 -4.5199 1.0675 0.49
H -0.3599 -2.5298 -0.3604 0.48
N 6.9538 0.4599 -4.8735 -0.52
C 5.8523 0.3122 -4.0578 0.98
C 5.0613 -0.8383 -4.1379 -0.75
C 3.9323 -0.9699 -3.3549 -0.44
C 3.5790 0.0568 -2.4910 -0.62
C 4.3532 1.2098 -2.3966 -0.51
C 5.4830 1.3363 -3.1752 -0.89
S 2.1769 -0.1030 -1.4785 1.94
O 1.4756 1.2026 -1.4728 -0.83
O 1.3623 -1.2051 -1.9362 -0.73
N 2.5520 -0.2289 0.0673 0.17
C 3.1070 -1.3747 0.5841 -0.28
N 3.7505 -2.2322 -0.2225 -0.38
C 4.2699 -3.3101 0.3427 -0.21
C 4.1753 -3.5682 1.7030 -0.91
C 3.4942 -2.6197 2.4420 -0.04
N 2.9587 -1.5296 1.9039 -0.20
H 7.3408 -0.3745 -5.2799 0.23
H 7.6406 1.1406 -4.5977 0.22
H 5.3433 -1.6292 -4.8221 0.30
H 3.3196 -1.8593 -3.3997 0.55
H 4.0583 2.0001 -1.7190 0.37
H 6.0885 2.2324 -3.1152 0.31
H 4.7842 -3.9915 -0.3276 0.45
H 4.6042 -4.4487 2.1562 0.42
H 3.3640 -2.7342 3.5141 0.44
Br -3.7741 -2.2967 4.6565 -0.13
C -2.0119 -1.6961 4.3579 -0.39
C -1.0724 -1.7425 5.3707 -0.21
C 0.2004 -1.2656 5.0969 -1.43
C 0.4708 -0.7587 3.8388 -0.72
N -0.4442 -0.7140 2.8630 1.23
C -1.6620 -1.1889 3.1178 -0.88
H -1.3283 -2.1429 6.3422 0.50
H 0.9714 -1.2884 5.8547 0.52
H 1.4559 -0.3881 3.5817 0.84
H -2.3870 -1.1681 2.3121 0.77
```

=====

[2]
The following is a DFT calculation (the ωB97M-V functional and the def2-TZVPD basis) of C39H42N3O6PW as an isolated structure.

Calculated values
- lowest unoccupied orbital energy (spin up / spin down) (eV) = 0.2 / 0.2
- net charge = 0
- HOMO-LUMO gap (spin up / spin down) (eV) = 6.82 / 6.82

Structure (XYZ):
```
92
Properties=species:S:1:pos:R:3:mulliken_charge:R:1
W -0.1151 0.0100 0.9264 2.74
O 1.3774 3.5106 2.4202 -0.69
C 1.5807 2.5685 1.6963 -0.30
O 0.5928 1.8446 1.1901 0.29
C 2.9808 2.2189 1.2098 -0.06
C 3.0432 2.1319 -0.3259 0.01
C 4.5030 2.1678 -0.7923 -0.92
C 4.9783 0.7416 -0.4113 -1.12
C 3.7061 0.1654 0.2208 -0.20
O 2.6690 0.7698 -0.5788 -0.25
C 3.4962 0.7965 1.6071 0.34
C 2.5143 0.0235 2.4906 -1.06
O 2.6100 0.0566 3.6978 -0.72
O 1.6344 -0.6690 1.8173 -0.23
H 3.6382 2.9938 1.5968 0.60
H 2.3668 2.7999 -0.8502 0.29
H 4.5454 2.3221 -1.8702 0.30
H 5.0749 2.9595 -0.3102 0.41
H 5.2640 0.1697 -1.2939 0.32
H 5.8177 0.7387 0.2828 0.42
H 3.5958 -0.9154 0.1930 0.72
H 4.4282 0.8856 2.1623 0.61
O -1.3792 -1.8231 1.1279 -0.80
C -1.8347 -0.8058 0.5349 0.92
C -2.9776 -0.7311 -0.3637 -0.19
C -4.0168 -1.6435 -0.4890 -0.34
C -4.9924 -1.3912 -1.4423 -0.78
C -4.9256 -0.2623 -2.2518 -0.78
C -3.8849 0.6489 -2.1213 -0.40
C -2.9129 0.4099 -1.1642 0.34
P -1.4412 1.3552 -0.6859 0.91
C -2.0913 2.9866 -0.2059 0.95
C -1.9781 3.4112 1.1138 -0.18
C -2.5350 4.6220 1.5064 -1.19
C -3.2070 5.4083 0.5867 -0.61
C -3.3160 4.9949 -0.7361 -0.85
C -2.7568 3.7929 -1.1324 -0.35
C -0.5762 1.7266 -2.2498 0.26
C 0.1737 2.8937 -2.3883 -0.72
C 0.8960 3.1295 -3.5478 -0.59
C 0.8699 2.2083 -4.5854 -0.68
C 0.1166 1.0496 -4.4602 -0.63
C -0.6007 0.8077 -3.2981 -0.91
H -4.0531 -2.5194 0.1454 0.62
H -5.8179 -2.0815 -1.5619 0.43
H -5.6957 -0.0928 -2.9936 0.45
H -3.8379 1.5190 -2.7637 0.38
H -1.4268 2.8135 1.8231 -0.10
H -2.4282 4.9499 2.5319 0.47
H -3.6405 6.3513 0.8948 0.39
H -3.8323 5.6137 -1.4591 0.43
H -2.8257 3.4875 -2.1695 0.30
H 0.1832 3.6227 -1.5867 0.52
H 1.4715 4.0415 -3.6456 0.46
H 1.4287 2.3976 -5.4929 0.41
H 0.0823 0.3342 -5.2726 0.48
H -1.1992 -0.0921 -3.2050 0.53
C -0.8344 0.1986 2.9966 -2.07
C -1.5055 -0.9408 3.6621 0.18
C -0.7511 -1.9129 4.3225 0.01
C -1.3625 -3.0087 4.9103 -0.83
C -2.7429 -3.1538 4.8590 -0.45
C -3.5053 -2.1877 4.2181 -0.86
C -2.8913 -1.0952 3.6254 -0.18
H 0.0965 0.4204 3.5237 0.64
H -1.4630 1.0900 3.0307 0.66
H 0.3260 -1.7903 4.3699 0.40
H -0.7588 -3.7502 5.4202 0.41
H -3.2219 -4.0072 5.3228 0.39
H -4.5841 -2.2846 4.1826 0.40
H -3.4925 -0.3471 3.1173 0.42
C 0.7657 -3.6645 1.4109 -0.86
N 0.9098 -3.6532 -0.0382 0.58
C 0.6432 -4.9470 -0.6427 -1.35
C 1.1148 -2.5626 -0.8182 0.40
N 0.7002 -1.3424 -0.5975 0.59
N 1.8082 -2.8454 -1.9878 0.08
C 3.0149 -3.6570 -1.9099 -1.33
C 1.8162 -1.8770 -3.0636 -1.03
H 1.3929 -4.4751 1.7948 0.49
H -0.2661 -3.8417 1.7084 0.30
H 1.1091 -2.7327 1.8398 -0.12
H -0.3055 -5.3266 -0.2547 0.38
H 1.4234 -5.6725 -0.3929 0.37
H 0.5709 -4.8622 -1.7232 0.40
H 1.2002 -0.7013 -1.2087 -0.69
H 3.0938 -4.1229 -0.9319 0.46
H 3.9010 -3.0319 -2.0637 0.37
H 3.0107 -4.4392 -2.6725 0.31
H 2.4547 -1.0059 -2.8593 0.25
H 0.8051 -1.5271 -3.2566 0.27
H 2.1873 -2.3665 -3.9642 0.38
```

=====

Computed total energy (eV) in order:
-162319.3363, -68995.7883
Computed energy relative to the best compared isomer or geometry (same formula, charge and spin) (kcal per mole) in order:
15.34, 8.48